65
Properties=species:S:1:pos:R:3:lowdin_spin:R:1 method="wB97M-V/def2-TZVPD" orbital_gap_ev="7.32 / 6.80" spin_multiplicity=2 e_above_lowest_ev=4.6297
C -3.671 -2.078 0.441 0.00
O 1.331 -0.980 -2.181 0.01
H 2.158 3.031 -2.452 0.00
H -3.426 4.670 0.788 0.00
C -0.212 -0.882 4.152 0.00
H 0.362 2.455 5.525 0.00
H -0.462 1.695 1.672 0.00
H 2.812 -0.305 2.803 0.00
H 4.571 -3.219 -0.887 0.00
H -4.711 -2.333 0.543 0.00
P 1.932 -1.514 1.198 0.00
O 1.364 -2.699 1.883 0.00
S 0.505 0.740 3.912 0.00
H -1.819 3.650 2.424 0.00
C -2.326 0.605 -4.627 0.00
O 1.489 1.538 -1.159 0.00
O 1.010 -0.378 0.799 0.01
C 2.922 -1.957 -0.281 0.00
C -1.499 -2.239 0.731 0.01
O 3.147 -0.834 2.018 0.00
C -1.163 2.186 1.007 0.00
S -3.038 1.919 -3.780 0.00
O 0.571 -3.122 -1.101 0.00
C -2.909 3.293 -0.762 0.00
H -0.879 -0.935 -4.253 0.00
H -1.299 -0.786 4.110 0.00
H 4.342 -0.784 -1.321 0.00
H 0.399 0.837 6.282 0.00
O 0.868 -4.503 -0.852 0.00
N -1.241 1.669 -0.221 -0.01
H 3.471 -3.930 0.294 0.00
C -1.427 -0.084 -3.869 0.00
H -2.228 -3.926 2.769 0.00
H -3.598 3.703 -1.490 0.00
H 1.365 2.101 -0.387 0.00
H -0.544 -2.618 1.069 0.00
C -0.022 1.438 5.475 0.00
C -1.268 0.421 -2.537 -0.01
C -3.037 -1.095 -0.254 0.00
C -2.094 1.516 -2.378 0.00
H 0.145 -1.522 3.345 0.00
C -2.107 2.200 -1.113 -0.01
C -1.921 3.263 1.419 0.00
H -1.112 1.447 5.516 0.00
C 3.976 -3.008 0.007 0.00
H -2.614 0.416 -5.652 0.00
H -3.883 -4.089 2.158 0.00
H 0.536 -4.911 -1.664 0.00
H 0.381 2.831 -2.368 0.00
N -2.677 -2.798 1.067 0.00
C -2.812 3.824 0.505 0.00
P 1.890 -2.390 -1.871 0.00
O 1.993 0.585 4.037 0.00
H 0.116 -1.275 5.115 0.00
H -2.541 -4.880 1.310 0.00
H -3.457 -0.332 -0.889 0.00
H 1.361 1.604 -3.179 0.00
H 3.938 -0.199 0.193 0.00
H 4.638 -2.721 0.828 0.00
N -1.682 -1.201 -0.060 -0.01
H 2.851 -0.048 -1.090 0.00
N 3.584 -0.645 -0.655 0.00
C -2.838 -3.995 1.871 0.00
C 1.340 2.314 -2.356 0.00
Mn -0.168 -0.040 -0.905 1.00

---

63
Properties=species:S:1:pos:R:3:lowdin_spin:R:1 method="wB97M-V/def2-TZVPD" charge=-2 orbital_gap_ev="4.26 / 4.07" spin_multiplicity=3 e_above_lowest_ev=0.0000
S -0.798 -3.200 1.806 0.47
H -0.047 1.871 -0.922 0.00
S 2.096 -0.544 -1.571 -0.01
Si 2.409 -2.210 1.833 0.01
H 4.421 -1.290 0.422 0.00
C 1.179 0.210 -2.910 0.00
C -5.431 4.412 1.354 0.00
H 2.858 0.269 -4.099 0.00
H 2.695 4.355 1.082 0.00
S -1.439 -0.044 1.534 0.05
H 3.809 -2.846 -0.176 0.00
C 1.787 3.747 0.945 0.00
H -5.464 2.270 1.948 0.00
C -2.680 -1.775 -1.911 -0.01
C -4.531 5.334 0.852 0.00
H -5.197 -4.026 -2.185 0.00
H 1.749 3.559 -2.248 0.00
H 4.694 -2.760 1.297 0.00
H -3.129 -2.366 1.243 0.01
H 3.295 0.501 1.264 0.00
H 1.403 3.479 1.899 0.00
S -2.942 4.684 0.925 0.00
C 2.191 -4.126 2.083 0.02
H 4.067 2.089 1.342 0.00
C -3.711 -2.535 -2.522 -0.01
H -3.912 -2.368 -3.586 0.00
H 1.944 -1.782 4.269 0.00
N 1.867 0.512 -4.024 0.00
C 2.768 -1.541 3.590 0.00
O 1.217 -1.129 1.228 0.05
C -4.905 3.128 1.554 0.00
H 0.194 1.543 0.826 0.00
N -0.077 0.496 -2.847 0.00
S -0.585 -4.170 0.084 0.33
C -4.170 -3.382 -0.360 -0.01
Te -2.946 1.331 0.002 0.01
S 0.679 -3.010 -1.038 0.13
C 3.950 -2.248 0.702 0.00
H 1.393 -4.412 2.752 0.01
H 3.684 -2.030 3.938 0.00
C -4.411 -3.410 -1.748 -0.01
H -2.162 -0.655 -3.729 0.00
H 2.868 -0.468 3.600 0.00
H 1.004 4.345 0.483 0.00
H 1.975 -4.573 1.118 0.00
Si 2.222 2.277 -0.134 0.00
H -4.709 6.363 0.559 0.00
C -3.228 -2.524 0.176 0.02
H 3.103 2.439 -2.515 0.00
C -1.928 -0.883 -2.671 0.02
N -0.841 -0.372 -2.047 -0.01
N -2.382 -1.854 -0.591 0.00
C 3.611 1.345 0.674 0.00
H 3.318 3.854 -1.555 0.00
C 0.561 1.269 -0.201 -0.01
H 3.149 -4.522 2.423 0.00
H -6.486 4.671 1.506 0.00
C 2.619 3.059 -1.805 0.00
H -4.697 -4.106 0.271 0.00
W -0.130 -1.050 -0.336 0.91
H 4.334 0.962 -0.065 0.00
H 1.415 0.814 -4.898 0.00
C -3.588 3.025 1.108 0.00

---

56
Properties=species:S:1:pos:R:3:lowdin_spin:R:1 method="wB97M-V/def2-TZVPD" orbital_gap_ev="5.78 / 5.43" spin_multiplicity=2 e_above_lowest_ev=3.2906
H 2.473 4.252 -3.577 0.00
H 4.352 1.774 -0.434 0.00
C -2.707 -1.425 -1.054 0.00
C -4.535 -1.372 1.001 0.00
H 3.418 -0.631 4.293 0.00
H 0.362 -4.325 -0.409 0.00
H -1.460 0.013 3.386 0.01
H 3.026 2.748 -1.181 0.00
C 0.310 -3.380 0.163 0.01
H 3.190 -1.661 -0.997 0.00
H -0.051 1.920 4.243 0.00
O 2.966 4.429 -2.759 0.00
C 1.610 -1.569 3.575 0.15
H 3.084 2.518 0.595 0.00
O -0.647 2.367 -0.078 0.00
C 0.404 0.064 -2.496 0.00
H 3.552 5.101 -2.975 0.00
C -1.717 -0.813 -2.026 0.00
H 3.945 -1.000 0.478 0.00
H -3.690 -1.497 -1.546 0.00
P 2.265 0.509 -0.416 0.00
H 2.350 0.831 -2.910 0.00
H -0.667 2.847 -0.920 0.00
H -2.930 1.720 -0.470 0.00
H 2.066 -2.544 3.371 0.01
H -0.249 -2.044 2.324 0.07
C 3.600 -0.754 -0.535 0.00
C -0.385 -0.105 3.546 0.17
H -0.478 2.990 0.575 0.00
H -4.285 -2.399 1.299 0.00
H -4.982 -0.857 1.861 0.00
C -3.745 1.026 -0.209 0.00
Yb -0.027 -0.919 0.908 0.12
P -3.003 -0.485 0.521 0.00
C 0.213 -1.389 3.374 0.17
H -5.264 -1.403 0.177 0.00
H -0.441 -2.291 3.054 0.05
H -4.379 1.489 0.562 0.00
N -0.494 -0.487 -1.594 0.00
C -2.127 -0.654 -3.354 0.00
H -4.353 0.798 -1.100 0.00
H -1.526 -0.051 -5.338 0.00
C 3.284 2.040 -0.377 0.00
H 0.764 0.658 -4.539 0.00
C 0.028 0.218 -3.864 0.00
H -3.136 -0.961 -3.615 0.00
H 2.400 1.621 4.557 0.01
C 2.366 -0.486 4.039 0.01
O 1.333 -2.626 0.213 0.00
C -1.230 -0.153 -4.293 0.00
C 1.781 0.781 4.220 0.21
C 0.408 0.961 4.002 0.00
O -0.791 -3.064 0.748 0.02
C 1.698 0.466 -2.101 0.00
H -2.375 -2.444 -0.786 0.00
H 4.427 -0.350 -1.132 0.00

---

57
Properties=species:S:1:pos:R:3:lowdin_spin:R:1 method="wB97M-V/def2-TZVPD" orbital_gap_ev="6.67 / 6.65" spin_multiplicity=3
H 4.359 1.183 -0.246 0.00
C 3.560 0.444 -0.222 0.00
P 2.115 1.301 0.249 0.00
H 1.402 2.733 2.017 0.00
H 0.495 -0.986 8.361 0.00
C 0.901 2.489 -3.531 0.00
O -0.221 -2.881 2.570 0.00
C 0.338 -0.010 6.451 0.00
C -0.841 0.422 -2.949 0.00
H 2.485 1.434 2.563 0.00
C -3.523 0.205 -0.442 0.00
C 0.350 -2.403 6.736 0.00
H 0.323 -3.905 0.429 0.00
H -0.042 1.066 3.436 0.00
Pr -0.009 -0.079 0.134 2.02
H 1.013 3.262 -0.566 0.00
C 0.063 1.983 -4.526 0.00
H 0.401 -3.271 7.392 0.00
H 0.909 -1.372 -0.724 -0.01
C 0.029 -1.739 2.998 0.00
H -1.746 -3.214 -0.570 0.00
H -1.488 0.536 -4.975 0.00
H -3.295 1.233 -0.750 0.00
H 3.160 2.812 1.631 0.00
H -1.193 -1.729 -2.790 0.00
H 2.554 2.986 -1.425 0.00
H -2.849 -2.592 0.682 0.00
O 0.602 -3.733 -0.487 0.00
H 0.100 2.400 -5.534 0.00
C 2.300 2.157 1.757 0.00
H 1.595 3.296 -3.722 0.00
C 0.167 -1.473 4.474 0.00
C 0.404 -1.120 7.283 0.00
O -0.552 -3.677 -2.953 0.00
C -1.719 -0.763 -2.570 0.00
H -3.733 0.213 0.638 0.00
H 0.191 -3.579 4.954 0.00
H 0.254 -3.569 -3.483 0.00
C 0.828 1.946 -2.261 0.00
H 3.444 -0.042 -1.199 0.00
H -4.382 -0.180 -0.989 0.00
C 0.230 -2.564 5.354 0.00
H -0.829 1.368 0.762 -0.01
H -2.656 -0.754 -3.147 0.00
N -0.027 0.953 -2.041 0.00
H 0.370 0.991 6.890 0.00
O 0.137 1.044 4.396 0.00
C 1.630 2.503 -1.083 0.01
H -3.445 -2.811 -1.002 0.00
H -0.200 -3.862 -2.044 0.00
H 0.725 -2.739 -0.508 0.00
C 0.211 -0.159 5.049 0.00
P -2.207 -0.895 -0.779 0.00
C -2.592 -2.539 -0.384 0.00
C -0.822 0.947 -4.230 0.00
O 0.185 -0.700 2.252 -0.01
H 3.785 -0.338 0.519 0.00